Molecular formula: C23H20BF3NO5
Method: DFT, ωB97M-V/def2-TZVPD

```
53
Properties=species:S:1:pos:R:3:forces:R:3
H 0.724 -2.496 2.440 -0.50 0.01 -0.40
H 2.188 -3.056 -5.479 -0.24 0.09 -0.08
C -1.335 -0.050 -2.712 -0.30 -0.14 -0.61
C -2.651 -2.572 2.944 0.64 0.03 -0.38
H 2.656 1.745 -3.355 -0.05 -0.05 0.11
C -0.604 2.359 2.499 -0.33 -0.16 0.41
C 0.538 1.522 2.630 -0.63 1.68 -0.18
C 1.824 -1.105 -4.760 0.73 1.92 1.02
C -0.700 -1.770 -1.021 -0.40 0.18 -0.16
O -0.443 2.961 -0.268 0.13 -1.59 -0.18
H 1.485 -0.269 1.870 -0.22 0.01 -0.14
C 2.310 0.753 -3.602 -0.41 -0.54 0.84
O 0.925 -3.174 0.109 -0.73 1.41 -0.61
H -1.139 0.176 0.538 0.11 0.18 -0.41
B 1.016 -0.006 -1.293 1.35 0.43 -2.26
C 1.571 3.282 3.946 0.74 0.21 0.82
N -0.603 -0.341 -1.460 -0.62 -0.07 1.10
F -4.064 -0.753 3.552 1.60 -0.53 -0.53
H -2.394 0.070 -2.449 0.23 -0.09 -0.23
H 0.565 -2.406 -5.889 0.28 0.00 0.12
C 1.624 -2.149 -5.737 -0.06 -1.00 -0.95
H -1.514 1.996 2.023 0.46 0.44 -0.21
H -1.939 0.716 3.441 -0.13 -0.42 -0.36
O 1.393 -1.275 -3.475 -0.27 -0.12 0.04
C -0.614 3.623 3.066 -0.74 0.68 -0.04
C -1.126 0.632 -0.458 -0.50 -0.03 0.23
H -1.252 -0.877 -3.423 0.31 0.29 0.13
C 0.622 -2.100 -0.369 1.92 -0.57 0.72
H 2.508 1.378 3.523 -0.06 0.43 -0.08
O 1.470 -1.021 -0.361 -1.63 -1.34 0.41
H -1.155 -4.103 2.617 -0.05 0.45 -0.01
C -1.783 -0.296 3.062 -0.45 0.13 0.18
H -3.495 -3.255 3.027 0.22 0.19 0.07
H -2.156 0.951 -0.667 0.35 -0.08 -0.07
C 1.648 2.028 3.356 0.32 -0.35 -0.36
C -0.162 1.803 -0.490 1.02 1.69 -0.01
C -2.824 -1.202 3.146 -0.81 0.72 0.70
H -0.974 0.885 -3.155 0.07 -0.27 0.10
H -1.529 -1.915 -0.311 0.26 -0.02 -0.22
C 2.425 0.124 -4.875 -0.52 -0.81 0.23
C -1.346 -3.028 2.677 -0.57 -0.37 0.35
H 2.886 0.515 -5.767 -0.05 0.02 0.01
F -1.727 4.422 2.902 1.55 -1.20 0.25
C 0.533 0.169 2.172 0.16 -0.78 3.17
C -0.507 -0.726 2.583 -0.34 -0.35 -0.26
H 2.013 -1.768 -6.686 -0.10 -0.23 0.08
H 0.423 5.102 4.272 0.02 -0.27 -0.06
C -0.305 -2.137 2.532 0.86 0.23 -0.28
C 0.451 4.109 3.828 0.07 -0.23 -0.44
F 2.630 3.724 4.715 -1.48 -0.66 -1.14
O 1.091 1.374 -0.784 -1.69 -0.46 0.30
H -0.854 -2.438 -1.878 0.09 0.30 0.17
C 1.674 -0.130 -2.746 0.39 0.99 -0.92
```
Forces are in eV/Å.

Results
Charge   +1
HOMO energy   -10.501 eV
E   -44725.9399 eV
Energy above the lowest of the compared OMol25 structures with the same formula, charge and spin   34.0 kcal per mole
Largest force on an atom   3.27 eV/A

***

Molecular formula: C29H29FN5O5SV
Method: DFT, ωB97M-V/def2-TZVPD

```
71
Properties=species:S:1:pos:R:3:forces:R:3
H -2.511 -2.935 -4.683 -0.02 -0.11 -0.09
H -3.742 -4.903 -5.617 -0.03 -0.14 0.08
C -2.236 -4.986 -2.083 -0.33 0.00 -0.01
N -3.553 -6.054 -3.850 -0.10 -0.42 -0.19
H 1.244 -1.772 -0.643 0.11 -0.08 0.09
C 2.191 -1.125 5.749 0.03 -0.07 -0.02
C 3.264 5.601 5.283 -0.03 0.08 -0.12
H -2.180 -4.811 -1.010 0.01 -0.13 -0.06
H -2.919 -1.228 -3.212 -0.18 0.06 -0.05
C -2.438 -3.907 -4.198 -0.16 -0.08 0.07
C 2.467 3.519 3.664 -0.27 -0.04 -0.34
O 4.565 1.507 -0.749 1.50 -0.74 -0.52
H -3.390 3.031 -2.075 0.08 0.01 0.11
H -1.536 -4.414 -4.587 0.03 0.05 -0.04
C -0.087 -0.363 -1.543 0.63 0.48 0.34
S 1.930 2.171 2.576 0.49 -0.16 1.72
O 4.463 3.495 -0.151 0.56 0.16 -0.44
C -2.924 1.274 -3.339 -0.04 -0.07 -0.07
C -2.001 -1.334 -2.660 0.15 0.54 0.02
C -3.463 -5.847 -2.378 0.30 0.10 0.87
H 2.267 -1.902 6.496 0.00 -0.03 0.04
H 4.127 2.430 4.488 0.03 -0.07 0.05
C 2.776 -0.257 3.589 0.05 0.17 -0.21
C 2.168 5.755 4.450 0.04 0.05 0.09
O 1.234 3.495 -0.106 0.42 0.35 0.98
C 3.977 4.413 5.287 0.05 -0.18 -0.08
C 1.303 3.056 -1.278 -3.65 0.47 -1.98
O 1.737 0.730 -0.454 2.19 -0.36 0.82
H 3.471 -2.129 4.354 0.04 -0.06 -0.02
H 4.076 1.952 2.096 -0.15 -0.10 0.02
H -4.373 -5.347 -2.044 0.03 -0.07 -0.17
H -1.334 -5.543 -2.389 0.00 0.04 0.07
H 3.283 -0.334 2.637 0.04 -0.09 0.00
V 2.909 2.248 -0.241 -1.33 -0.23 0.52
C -3.669 -4.743 -4.541 0.21 0.82 -0.50
C -4.189 1.030 -2.560 -0.01 -0.08 -0.03
H -4.081 0.699 -1.539 0.09 -0.03 0.09
H -1.187 3.088 -2.873 -0.06 -0.01 0.01
H 0.922 4.821 2.966 -0.10 0.04 -0.07
H 3.580 6.416 5.915 0.00 0.08 0.07
C 1.409 -0.006 5.991 -0.04 0.09 -0.07
H -2.684 -6.509 -4.163 -0.28 0.01 0.03
C 1.767 4.713 3.629 -0.09 -0.17 -0.09
C -3.766 2.426 -2.883 -0.01 0.04 -0.04
C 0.329 -1.652 -1.199 -0.06 -0.07 0.04
H -4.318 2.981 -3.623 -0.05 0.01 -0.16
C 2.869 -1.254 4.548 -0.02 -0.02 0.05
H -3.376 -6.815 -1.884 -0.05 -0.03 -0.15
N -2.375 -3.718 -2.764 -0.09 -0.31 -0.05
H 0.724 1.881 5.224 -0.08 0.10 0.10
C 0.247 2.051 -1.683 0.36 -0.40 0.29
C 3.581 3.363 4.476 0.02 -0.04 0.02
C -1.579 -2.624 -2.326 0.59 -0.11 0.40
H 0.869 0.085 6.921 -0.04 0.04 0.09
O 2.280 3.171 -2.037 1.31 0.01 -0.02
H -4.570 -4.245 -4.180 0.04 -0.17 0.01
H -5.039 0.611 -3.075 -0.06 -0.03 -0.11
N 5.191 2.603 -0.657 1.07 0.37 0.09
C 2.022 0.871 3.856 -0.19 -0.05 -0.39
C 0.688 0.791 -1.161 -3.06 -0.12 -1.76
H 1.627 6.688 4.439 -0.07 0.09 -0.03
N 3.174 1.838 1.635 0.39 0.21 0.75
C -0.397 -2.749 -1.601 -0.25 0.13 -0.24
C -1.269 -0.200 -2.305 -0.20 -0.77 -0.17
N -1.667 1.062 -2.686 -0.29 0.25 0.14
H 4.842 4.299 5.921 0.07 -0.01 0.06
F 0.083 -3.981 -1.282 0.01 -0.04 -0.02
H -4.337 -6.670 -4.090 0.23 0.13 0.05
C -0.869 2.157 -2.430 0.46 0.63 0.13
C 1.319 0.999 5.041 -0.07 0.05 0.01
H -2.914 1.029 -4.398 -0.13 0.03 0.01
```
Forces are in eV/Å.

Results
Charge   +1
HOMO energy (spin up / spin down)   -6.726 / -9.915 eV
E   -87462.5817 eV
⟨S²⟩   3.80
Spin multiplicity   4
Energy above the lowest of the compared OMol25 structures with the same formula, charge and spin   28.9 kcal per mole
Largest force on an atom   4.18 eV/A

***

Molecular formula: C35H32IN3O5TeV
Method: DFT, ωB97M-V/def2-TZVPD

```
78
Properties=species:S:1:pos:R:3:forces:R:3
C 1.357 -3.305 2.310 0.32 0.00 -0.18
C 1.505 -4.591 2.768 -0.01 0.06 0.21
C 1.716 -5.283 0.495 0.03 -0.10 0.11
Te 3.312 -0.056 0.311 0.45 0.58 -0.20
H 1.457 3.806 1.310 -0.11 -0.03 -0.06
O -3.467 -2.251 1.128 -0.32 0.28 -0.08
C 5.195 -2.670 0.718 -0.03 0.08 0.04
C 5.763 -2.564 -3.024 -0.03 0.02 0.05
H 4.409 0.885 4.255 0.02 -0.01 0.02
C -1.301 2.394 -4.143 0.00 -0.04 0.02
C 4.234 0.396 3.298 -0.10 0.00 -0.07
H 7.825 2.553 -0.073 0.01 -0.03 0.00
C 5.783 -2.944 -1.693 0.05 -0.06 -0.07
C 0.697 2.480 -2.816 -0.05 0.11 -0.04
C 4.310 -0.737 -2.479 -0.07 -0.08 -0.16
H 1.472 -4.793 3.829 0.01 0.00 -0.01
C 5.852 1.762 0.064 0.06 0.16 -0.08
H 0.076 4.041 -4.147 0.00 0.00 0.00
C 5.024 -1.456 -3.423 -0.01 -0.03 0.06
H 5.207 -3.757 0.787 0.01 -0.02 0.01
C 7.101 2.079 0.580 0.04 0.00 0.00
C 4.357 -1.128 -1.147 -0.15 0.03 0.03
H -1.958 2.844 -4.876 -0.02 0.00 0.01
H 1.847 -6.042 -0.261 0.01 -0.01 0.01
C 6.479 1.276 2.735 0.02 -0.02 0.05
V 0.360 -1.167 0.822 0.04 -0.62 1.90
O 0.591 3.516 0.970 0.04 0.02 0.04
H 1.809 -6.633 2.157 0.00 0.01 -0.01
O 1.228 1.554 1.832 0.59 -0.48 0.29
H 6.713 1.116 3.782 0.00 -0.01 0.00
H 6.123 -2.302 1.160 0.00 0.02 0.01
H 4.553 1.979 -1.671 0.03 0.00 0.04
N -1.046 0.360 0.904 -1.37 1.08 0.11
H 5.004 -1.152 -4.460 -0.01 -0.01 -0.01
H 6.323 -3.133 -3.754 0.00 0.00 0.00
C 1.691 -5.605 1.838 0.01 -0.02 -0.13
H -0.944 -0.451 -2.329 0.01 0.05 0.01
H -1.753 3.628 0.538 0.01 -0.01 -0.01
C -1.948 2.566 0.579 -0.34 0.29 -0.06
C -3.224 2.063 0.392 0.11 0.33 -0.01
C 0.396 1.223 -2.296 0.31 0.30 0.01
H 6.357 -3.812 -1.391 0.01 0.00 -0.01
H 1.595 2.992 -2.495 0.00 -0.01 -0.01
C -3.407 0.709 0.533 -0.22 -0.67 -0.04
C 7.454 1.801 1.895 0.06 -0.02 0.00
C 1.291 0.607 -1.315 0.45 -0.74 0.33
I 1.528 -3.564 -1.925 -0.02 0.08 -0.11
H 8.842 2.607 3.331 -0.01 0.01 0.00
H 4.372 -2.315 1.352 0.04 -0.05 -0.08
H 6.237 1.591 -2.046 -0.01 -0.01 0.01
C 1.546 -3.956 0.115 0.13 -0.24 -0.16
C 0.421 2.237 1.265 -0.11 0.15 -0.35
H 3.714 0.108 -2.787 0.03 0.04 0.01
C 8.850 2.044 2.398 -0.10 0.04 0.00
O 2.496 1.203 -1.079 0.05 0.03 0.44
H 9.343 1.091 2.599 0.00 0.00 0.00
O -1.295 -2.154 1.146 -1.18 -0.57 0.09
C 5.584 2.143 -1.369 -0.09 -0.11 0.00
C -0.913 1.702 0.861 0.21 -0.50 0.04
H 1.236 -2.488 3.018 -0.05 0.04 -0.06
C -1.598 1.135 -3.628 0.02 0.04 -0.01
H -4.058 2.718 0.181 0.01 0.00 -0.01
C -2.368 -1.559 1.010 0.34 -0.72 0.17
H 5.801 3.203 -1.504 0.02 0.00 0.00
C 5.211 0.945 2.279 0.05 0.10 0.23
C 4.920 1.158 0.920 -0.08 -0.04 -0.30
C 5.085 -2.232 -0.720 0.13 -0.16 0.05
C -2.314 -0.111 0.779 0.32 0.79 -0.01
H -4.401 0.290 0.434 0.01 0.00 0.00
H 4.379 -0.675 3.459 -0.03 -0.02 -0.02
H -2.480 0.607 -3.964 0.00 0.00 -0.01
H -4.270 -1.711 1.066 0.05 -0.11 0.00
H 3.187 0.576 3.038 0.13 0.01 0.05
H 9.450 2.585 1.670 -0.01 0.01 0.00
N 1.082 -0.457 -0.648 0.53 1.54 -2.50
C -0.156 3.067 -3.738 -0.02 -0.04 0.02
N 1.387 -2.973 0.996 -0.02 -0.59 0.45
C -0.748 0.546 -2.707 -0.15 -0.10 -0.04
```
Forces are in eV/Å.

Results
Charge   +2
HOMO energy (spin up / spin down)   -12.566 / -13.464 eV
E   -92590.9423 eV
⟨S²⟩   3.78
Spin multiplicity   4
Energy above the lowest of the compared OMol25 structures with the same formula, charge and spin   51.5 kcal per mole
Largest force on an atom   2.98 eV/A

***

Molecular formula: C38H44N6SnTe
Method: DFT, ωB97M-V/def2-TZVPD

```
90
Properties=species:S:1:pos:R:3:forces:R:3
H -4.181 -0.478 3.336 0.00 0.04 0.00
H -2.032 1.985 1.088 0.08 -0.07 -0.17
H 6.088 -0.253 3.296 0.00 0.01 -0.01
H -5.120 5.118 -5.063 -0.02 0.04 -0.02
C -2.135 -0.481 2.810 0.41 -0.23 -0.21
H 2.850 -1.716 0.866 0.06 -0.04 0.02
H 4.844 1.832 3.796 0.02 -0.05 0.02
H 1.809 -0.007 -5.599 -0.03 0.01 -0.03
H 4.002 0.588 -2.771 0.05 0.02 -0.02
H 5.193 -1.683 -2.511 0.05 0.03 0.05
C 0.052 -4.227 -2.058 0.09 0.09 -0.03
H -3.364 0.746 -3.396 0.05 -0.06 0.02
C -3.661 -4.694 3.148 -0.08 0.05 0.03
C 2.572 -0.958 -3.233 0.00 -0.02 0.02
H 4.124 -0.035 -4.416 0.03 0.07 0.01
H 4.480 -0.703 -1.231 0.06 0.01 0.01
H -3.878 2.863 -4.874 0.02 -0.01 0.00
C 0.491 -2.169 -3.396 0.08 -0.08 -0.05
H -2.747 1.506 3.167 0.04 0.12 0.05
C -2.369 1.103 -3.667 -0.01 0.11 -0.05
Sn -0.175 -0.274 -0.534 0.03 -0.40 0.31
H 0.505 0.695 -4.644 -0.02 0.03 -0.03
N -3.336 -1.000 3.188 -0.32 0.04 -0.01
C 3.422 0.230 -3.618 -0.06 -0.10 0.03
C 4.414 1.060 3.170 0.00 0.11 0.03
C 2.591 0.201 1.794 0.22 0.22 0.13
H -0.630 4.813 -0.454 0.04 0.05 0.01
C 2.285 -3.021 -1.991 -0.06 0.00 0.01
H 0.495 -4.889 -1.321 0.00 0.01 0.02
H -4.212 6.585 -4.656 -0.03 0.00 -0.01
H 2.556 -5.111 -1.562 0.01 -0.02 0.03
C 4.549 -1.103 2.065 -0.02 -0.05 -0.04
H 0.213 -0.736 -5.645 0.00 0.05 -0.02
Te 0.313 2.214 -1.776 -0.09 0.25 -0.22
H -1.238 -1.481 -4.510 -0.01 0.01 -0.01
C -1.396 3.225 -2.600 -0.02 -0.10 0.05
H 2.236 3.028 3.223 -0.08 0.01 0.03
H -0.457 -4.081 2.123 -0.01 -0.04 -0.01
C -3.247 -2.371 3.065 0.26 -0.19 0.00
C -3.197 3.365 -4.193 0.03 0.10 0.02
H -0.858 -3.811 -1.620 -0.04 -0.07 0.00
H -2.440 6.424 -3.034 0.01 -0.01 0.02
C -0.924 -2.321 -3.899 0.05 0.05 0.02
C -2.353 -4.939 2.711 0.10 -0.06 -0.04
N -1.267 -1.400 2.493 0.23 0.20 -0.22
H -0.244 -4.831 -2.920 -0.07 -0.01 0.05
H 2.809 1.060 -3.961 0.01 0.01 -0.01
C 0.935 -0.247 -4.995 -0.04 -0.03 0.09
C 3.295 -0.963 1.505 -0.05 0.00 -0.03
C 3.146 1.190 2.621 -0.02 -0.29 -0.17
N 2.162 2.158 2.725 -0.06 0.04 0.05
H -3.707 5.574 -6.012 -0.04 0.03 -0.01
H -1.022 6.351 -1.239 0.01 0.00 -0.03
C -1.933 -2.606 2.631 -0.20 0.23 0.11
C 1.094 1.733 1.993 0.11 -0.07 -0.03
C 2.833 -4.146 -1.140 -0.04 0.11 0.01
C -1.474 -3.906 2.448 0.00 -0.03 -0.02
C -2.438 -0.182 -0.571 -0.22 0.18 0.13
C 1.327 -1.140 -3.843 0.00 0.00 0.03
H -1.644 0.573 -3.057 0.01 -0.04 -0.07
C -1.494 4.611 -2.409 0.11 0.05 0.14
H 0.394 5.418 -1.749 0.02 0.01 0.06
C 4.433 -1.674 -1.726 -0.11 -0.02 -0.07
N 1.324 0.593 1.408 -0.36 0.03 0.05
N -1.289 1.549 1.619 0.15 -0.18 0.15
C -3.233 4.747 -4.097 0.01 -0.07 0.00
H -0.361 3.154 2.680 0.12 0.01 0.01
H -1.043 -3.234 -4.488 -0.04 -0.01 0.02
H -5.139 -3.215 3.680 -0.01 -0.05 0.00
H -2.028 -5.964 2.586 0.00 0.02 -0.01
H 4.702 -2.417 -0.982 0.02 0.02 -0.02
C 3.057 -1.897 -2.313 0.01 0.02 0.01
H -2.195 0.857 -4.716 0.02 -0.04 -0.02
H 3.917 -4.125 -1.085 -0.02 -0.03 0.01
H 2.443 -4.111 -0.117 0.02 -0.04 0.01
H 5.124 -2.001 1.880 -0.01 0.01 -0.03
C 0.977 -3.111 -2.480 0.01 -0.03 -0.02
C -0.189 2.480 1.829 -0.22 0.18 0.05
H -1.620 -2.380 -3.059 -0.04 -0.04 -0.04
H -4.313 -5.532 3.354 -0.01 0.01 -0.02
C 5.101 -0.105 2.879 0.05 0.04 0.04
C -1.833 0.986 2.866 -0.06 0.00 -0.13
C -4.123 5.556 -5.002 0.03 -0.06 0.10
N -3.576 -0.222 -0.366 0.05 0.01 -0.01
C -2.398 5.348 -3.165 -0.04 0.01 -0.06
H -0.083 3.085 0.924 -0.07 0.03 0.06
C -2.295 2.593 -3.464 -0.04 -0.17 -0.06
C -4.130 -3.407 3.336 -0.12 0.05 -0.01
H -1.098 1.130 3.661 -0.01 0.00 0.00
C -0.640 5.344 -1.406 0.01 -0.03 -0.09
```
Forces are in eV/Å.

Results
Charge   0
HOMO energy   -7.308 eV
E   -62187.5983 eV
Energy above the lowest of the compared OMol25 structures with the same formula, charge and spin   18.5 kcal per mole
Largest force on an atom   0.51 eV/A

***

Question: What is the E in the first record?
Answer: -44725.9399 eV